(1)
81
Properties=species:S:1:pos:R:3 method="wB97M-V/def2-TZVPD" energy_ha=-3805.3010 lumo_ev=0.29 homo_energy_ev=-10.761 orbital_gap_ev=11.0
C -8.428 0.273 -3.312
C -8.692 0.451 -1.824
O -7.572 1.147 -1.215
C -6.583 0.413 -0.794
O -6.480 -0.756 -0.895
C -5.445 1.251 -0.164
F -5.796 1.523 1.110
F -4.330 0.531 -0.106
F -5.229 2.375 -0.804
H -9.269 -0.210 -3.797
H -7.501 -0.281 -3.443
H -8.246 1.276 -3.704
H -8.860 -0.495 -1.308
H -9.535 1.105 -1.612
C 0.166 -0.350 0.015
C -1.290 0.008 0.196
O -1.938 -0.723 1.265
C -2.113 -2.001 1.108
O -1.906 -2.609 0.127
C -2.830 -2.651 2.307
F -4.081 -2.970 1.961
F -2.187 -3.784 2.638
F -2.896 -1.852 3.380
H 0.741 -0.280 0.939
H 0.597 0.374 -0.679
H 0.287 -1.339 -0.410
H -1.849 -0.210 -0.718
H -1.382 1.072 0.399
C 1.575 0.612 4.655
C 2.869 -0.147 4.869
O 3.217 -0.963 3.712
C 2.693 -2.163 3.691
O 2.067 -2.672 4.531
C 3.043 -2.962 2.417
F 3.780 -4.021 2.741
F 1.939 -3.374 1.828
F 3.758 -2.226 1.575
H 1.613 1.579 5.146
H 0.728 0.028 5.015
H 1.369 0.769 3.597
H 2.859 -0.790 5.746
H 3.684 0.565 4.992
C 3.711 5.762 -0.970
C 3.393 4.501 -0.227
O 2.385 4.748 0.753
C 1.548 3.792 1.046
O 1.582 2.695 0.607
C 0.441 4.273 1.998
F 0.148 5.551 1.816
F -0.646 3.563 1.788
F 0.836 4.102 3.277
H 2.988 5.909 -1.773
H 4.665 5.602 -1.473
H 3.769 6.651 -0.350
H 4.294 4.091 0.231
H 3.016 3.733 -0.903
C 5.375 0.766 0.569
C 4.422 0.400 -0.534
O 4.557 -0.995 -0.844
C 3.739 -1.513 -1.711
O 2.903 -0.945 -2.343
C 3.988 -3.025 -1.877
F 3.627 -3.431 -3.100
F 5.259 -3.343 -1.660
F 3.243 -3.706 -0.983
H 5.056 1.697 1.030
H 6.423 0.693 0.288
H 5.245 0.025 1.369
H 4.512 0.959 -1.469
H 3.393 0.572 -0.208
C -0.448 -3.663 -3.865
C 0.218 -2.813 -2.792
O -0.647 -1.675 -2.691
S -1.439 -1.446 -4.073
O -1.009 -0.258 -4.679
O -2.805 -1.692 -3.825
O -0.804 -2.686 -4.838
H -1.316 -4.226 -3.514
H 0.261 -4.387 -4.262
H 1.188 -2.443 -3.120
H 0.381 -3.360 -1.864

***

(2)
59
Properties=species:S:1:pos:R:3 method="wB97M-V/def2-TZVPD" energy_ha=-1541.5208 e_above_lowest_ev=0.300 lumo_ev=-3.29 homo_energy_ev=-12.157 charge=+1 orbital_gap_ev=8.9
Mg 0.133 0.026 -0.078
O 1.092 -2.257 2.698
C 0.699 -1.178 2.080
O 1.402 -0.554 1.288
C -0.686 -0.727 2.491
O -1.223 0.162 1.520
C -2.378 -0.374 0.834
C -1.949 -1.584 -0.046
O -2.784 -2.337 -0.487
O -0.665 -1.628 -0.206
H 1.980 -2.524 2.416
H -0.601 -0.206 3.448
H -1.309 -1.610 2.640
H -2.754 0.423 0.191
H -3.163 -0.660 1.531
C 1.916 6.861 0.796
C 1.640 6.162 -0.537
C 0.487 6.891 -1.246
C 2.911 6.221 -1.398
C 1.241 4.707 -0.348
C 1.125 4.105 0.902
C 0.743 2.780 0.988
N 0.481 2.029 -0.079
C 0.596 2.583 -1.299
C 0.964 3.907 -1.458
C 0.298 1.669 -2.431
C 0.270 2.062 -3.755
C -0.041 1.145 -4.763
C -0.326 -0.156 -4.360
C -0.277 -0.485 -3.017
N 0.033 0.400 -2.072
C -0.057 1.588 -6.216
C -1.083 2.722 -6.378
C 1.348 2.091 -6.586
C -0.435 0.446 -7.161
H 2.193 7.898 0.609
H 2.744 6.390 1.330
H 1.032 6.865 1.435
H 0.743 7.942 -1.379
H -0.426 6.833 -0.651
H 0.283 6.467 -2.231
H 3.218 7.259 -1.531
H 2.754 5.789 -2.387
H 3.728 5.684 -0.913
H 1.330 4.648 1.811
H 0.634 2.302 1.954
H 1.047 4.329 -2.449
H 0.483 3.087 -4.020
H -0.590 -0.923 -5.072
H -0.500 -1.489 -2.676
H -0.824 3.593 -5.773
H -2.078 2.383 -6.085
H -1.122 3.037 -7.420
H 1.645 2.947 -5.980
H 1.365 2.397 -7.633
H 2.087 1.299 -6.450
H -1.436 0.066 -6.948
H 0.280 -0.376 -7.100
H -0.432 0.812 -8.188

***

(3)
54
Properties=species:S:1:pos:R:3 method="wB97M-V/def2-TZVPD" energy_ha=-1040.2180 e_above_lowest_ev=0.000 lumo_ev=-5.40 homo_energy_ev=-10.822 charge=+1 orbital_gap_ev=5.4
C -5.832 -2.005 2.311
C -4.451 -1.450 2.312
C -4.236 -0.082 2.178
C -2.963 0.432 2.143
C -1.831 -0.406 2.252
C -0.544 0.185 2.172
C 0.747 -0.405 2.164
C 1.872 0.439 2.293
C 3.145 -0.074 2.342
C 3.366 -1.444 2.264
C 4.747 -1.996 2.329
C 2.272 -2.286 2.087
C 0.997 -1.787 2.016
C -2.073 -1.780 2.473
C -3.349 -2.282 2.478
H -5.823 -3.096 2.290
H -6.378 -1.693 3.203
H -6.384 -1.662 1.435
H -5.087 0.574 2.104
H -2.820 1.494 2.039
H -0.545 1.261 2.124
H 1.722 1.503 2.359
H 3.990 0.587 2.442
H 4.740 -3.087 2.361
H 5.325 -1.692 1.455
H 5.265 -1.641 3.222
H 2.439 -3.346 1.997
H 0.199 -2.461 1.772
H -1.266 -2.443 2.716
H -3.509 -3.337 2.622
C 2.428 2.978 -0.937
N 2.120 1.973 -1.932
C 3.108 1.687 -2.969
C 0.865 1.383 -1.894
C 0.438 0.388 -2.949
C 0.239 1.065 -4.328
C -1.283 1.250 -4.483
C -1.901 0.675 -3.201
N -0.876 -0.170 -2.564
O 0.067 1.673 -1.026
H 1.599 3.062 -0.235
H 3.323 2.701 -0.387
H 2.575 3.945 -1.413
H 2.810 0.846 -3.590
H 3.235 2.559 -3.606
H 4.062 1.446 -2.507
H 1.160 -0.438 -3.003
H 0.765 2.026 -4.356
H 0.653 0.453 -5.139
H -1.543 2.305 -4.620
H -1.654 0.716 -5.363
H -2.178 1.485 -2.514
H -2.803 0.086 -3.400
H -0.947 -0.111 -1.539

***

(4)
57
Properties=species:S:1:pos:R:3 method="wB97M-V/def2-TZVPD" energy_ha=-1245.7177 e_above_lowest_ev=1.517 lumo_ev=0.68 smiles="CCOc1ccc(CCNC(=O)c2cccnc2N2CCCC2)cc1OCC" homo_energy_ev=-7.860 orbital_gap_ev=8.5
C 5.443 1.657 0.745
C 5.681 0.862 -0.535
H 5.085 1.273 -1.354
H 6.740 0.903 -0.809
O 5.435 -0.523 -0.371
C 4.192 -0.990 -0.047
C 4.192 -2.220 0.600
C 3.020 -2.864 0.951
C 1.802 -2.272 0.673
C 1.787 -1.040 0.029
C 2.953 -0.393 -0.354
O 2.949 0.801 -1.024
C 1.716 1.452 -1.258
C 2.018 2.751 -1.990
H 2.668 3.380 -1.386
H 1.092 3.283 -2.192
H 2.517 2.539 -2.931
H 1.055 0.820 -1.865
H 1.219 1.664 -0.300
H 0.831 -0.603 -0.207
C 0.493 -2.926 1.022
H 0.675 -3.851 1.569
H -0.071 -2.256 1.678
C -0.363 -3.204 -0.236
N -1.706 -2.686 -0.123
C -2.083 -1.503 -0.673
O -1.318 -0.814 -1.328
C -3.517 -1.177 -0.465
C -4.457 -2.147 -0.786
C -5.812 -1.856 -0.767
C -6.177 -0.559 -0.449
N -5.318 0.378 -0.110
C -4.005 0.101 -0.081
N -3.238 1.112 0.364
C -3.838 2.391 0.699
C -2.642 3.296 0.972
H -2.885 4.111 1.650
C -1.621 2.322 1.554
H -0.599 2.691 1.494
H -1.856 2.115 2.599
C -1.835 1.071 0.705
H -1.594 0.151 1.248
H -1.222 1.098 -0.204
H -2.266 3.714 0.038
H -4.467 2.734 -0.124
H -4.474 2.285 1.586
H -7.214 -0.248 -0.460
H -6.548 -2.600 -1.023
H -4.120 -3.127 -1.098
H -2.353 -3.173 0.476
H -0.415 -4.278 -0.434
H 0.084 -2.710 -1.101
H 3.063 -3.823 1.447
H 5.151 -2.666 0.813
H 6.014 1.227 1.565
H 4.389 1.641 1.010
H 5.752 2.688 0.598

***

(5)
57
Properties=species:S:1:pos:R:3 method="wB97M-V/def2-TZVPD" energy_ha=-1244.9990 e_above_lowest_ev=21.074 lumo_ev=-0.43 homo_energy_ev=-8.200 orbital_gap_ev=7.8
C -0.054 -0.309 -6.110
C 0.735 -0.690 -4.881
C 0.776 -0.022 -3.695
C 1.583 -0.270 -2.756
C 1.456 0.457 -1.653
C 2.564 0.186 -0.675
C 3.454 -0.826 -0.902
N 3.323 -1.843 -1.942
C 2.512 -1.475 -2.953
C 2.467 -2.116 -4.067
C 1.855 -1.922 -5.083
H 1.733 -2.540 -6.097
H 2.994 -2.952 -4.222
C 4.435 -1.473 0.321
H 3.735 -1.826 1.120
H 5.027 -2.183 -0.137
H 4.933 -0.483 0.499
H 2.683 0.759 0.275
C 0.805 1.564 -1.255
O 1.386 2.857 -1.413
N -0.536 1.353 -1.199
C -0.844 0.178 -0.888
H -1.929 0.045 -1.256
C -0.992 -0.012 0.676
O -0.110 -1.190 1.165
H 0.719 -0.457 1.039
C -1.388 1.374 1.340
N -1.645 1.151 2.852
C -0.671 1.327 3.767
C -0.416 -0.114 4.334
H 0.348 -0.269 5.160
C -1.781 -0.967 4.708
O -1.440 -2.192 5.302
H -1.168 -2.645 4.469
C -2.737 -0.832 3.563
C -2.788 0.468 3.232
H -3.709 0.418 2.241
H -3.251 1.326 3.971
H -3.610 -1.312 3.951
H -2.118 -1.520 2.782
H -2.111 -0.161 5.706
H 0.259 -0.641 3.429
H 0.192 1.777 3.405
H -1.223 1.891 4.583
C -2.079 2.084 0.441
C -1.488 2.567 -0.649
H -2.157 2.835 -1.537
H -0.865 3.533 -0.560
H -2.349 2.960 1.123
H -2.941 1.683 0.220
H -0.251 1.625 1.454
H -2.060 -0.772 0.905
H -0.530 -0.762 -1.115
H 0.114 1.032 -3.728
H 0.487 -0.035 -6.958
H -0.564 -1.114 -6.281
H -0.769 0.475 -6.020

***

(6)
59
Properties=species:S:1:pos:R:3 method="wB97M-V/def2-TZVPD" energy_ha=-1396.1355 e_above_lowest_ev=4.761 lumo_ev=-0.91 smiles="COc1ccc(C=C2C(=O)OC(C)(C)OC2=O)cc1.CN1CCCN2CCCN=C12" homo_energy_ev=-7.790 orbital_gap_ev=6.9
C 3.137 0.212 0.019
N 3.268 1.285 0.979
C 4.472 2.083 0.929
C 4.294 3.361 1.710
C 3.768 3.104 3.091
N 2.672 2.147 3.078
C 2.100 1.931 4.397
C 0.980 0.922 4.340
C 0.323 0.806 2.977
N 1.237 0.658 1.868
C 2.353 1.353 1.997
H 2.321 -0.438 0.349
H 2.895 0.633 -0.963
H 4.077 -0.353 -0.054
H 5.331 1.517 1.348
H 4.666 2.328 -0.125
H 5.278 3.829 1.811
H 3.621 4.061 1.203
H 4.572 2.730 3.747
H 3.418 4.051 3.530
H 2.863 1.554 5.106
H 1.742 2.892 4.799
H 1.388 -0.040 4.667
H 0.195 1.206 5.042
H -0.311 -0.094 2.953
H -0.294 1.717 2.800
C -1.772 1.491 -6.376
O -0.698 1.713 -5.413
C -0.514 0.916 -4.339
C 0.415 1.372 -3.356
C 0.314 0.905 -2.059
C -0.623 -0.121 -1.711
C -0.905 -0.569 -0.356
C -1.880 -1.536 -0.089
C -1.672 -2.619 0.893
O -0.630 -2.726 1.494
O -2.687 -3.536 1.123
C -3.807 -3.577 0.206
C -3.401 -4.302 -1.070
C -4.977 -4.290 0.894
O -4.257 -2.242 -0.081
C -3.292 -1.352 -0.541
O -3.639 -0.429 -1.244
C -1.288 -0.746 -2.808
C -1.249 -0.276 -4.107
H -1.729 2.415 -6.956
H -1.531 0.620 -6.999
H -2.757 1.366 -5.900
H 1.115 2.155 -3.647
H 0.951 1.323 -1.279
H -0.380 -0.140 0.514
H -2.531 -3.822 -1.537
H -3.147 -5.341 -0.816
H -4.242 -4.306 -1.777
H -5.274 -3.754 1.798
H -5.836 -4.327 0.217
H -4.685 -5.310 1.158
H -1.900 -1.611 -2.576
H -1.856 -0.799 -4.854

***

(7)
62
Properties=species:S:1:pos:R:3 method="wB97M-V/def2-TZVPD" energy_ha=-2267.7961 e_above_lowest_ev=2.360 lumo_ev=0.09 smiles="COCCN(CC(=O)Nc1ccccc1C)S(=O)(=O)c1ccc(S(=O)(=O)N2CCCC2)cc1" homo_energy_ev=-8.676 orbital_gap_ev=8.8
C -7.006 -0.418 1.450
H -6.942 0.610 1.826
O -5.851 -0.764 0.728
C -5.635 0.064 -0.393
C -4.279 -0.274 -1.013
N -3.148 0.284 -0.293
S -3.024 1.969 -0.426
O -3.381 2.305 -1.772
O -3.707 2.628 0.649
C -1.255 2.148 -0.218
C -0.460 2.023 -1.343
C 0.915 2.106 -1.210
C 1.457 2.311 0.046
C 0.662 2.444 1.168
C -0.716 2.366 1.036
H -1.370 2.487 1.884
H 1.131 2.619 2.123
S 3.243 2.395 0.207
O 3.554 3.021 1.458
O 3.763 2.967 -1.003
N 3.586 0.763 0.278
C 4.213 0.173 -0.899
H 3.498 -0.494 -1.388
H 4.478 0.979 -1.586
C 5.451 -0.586 -0.396
H 6.304 -0.454 -1.058
H 5.225 -1.650 -0.321
C 5.691 -0.008 0.998
H 6.249 0.927 0.931
H 6.220 -0.694 1.655
C 4.267 0.281 1.468
H 3.769 -0.632 1.804
H 4.207 1.042 2.243
H 1.577 2.038 -2.058
H -0.941 1.894 -2.301
C -2.938 -0.159 1.072
C -1.494 -0.595 1.330
O -1.011 -0.572 2.440
N -0.880 -1.027 0.202
C 0.360 -1.656 0.044
C 1.132 -2.028 1.139
C 2.307 -2.735 0.955
C 2.728 -3.064 -0.320
C 1.975 -2.665 -1.411
C 0.789 -1.963 -1.255
C -0.017 -1.564 -2.457
H -0.194 -0.489 -2.469
H 0.513 -1.833 -3.367
H -0.981 -2.074 -2.470
H 2.308 -2.916 -2.409
H 3.633 -3.633 -0.470
H 2.884 -3.043 1.815
H 0.794 -1.776 2.130
H -1.425 -0.895 -0.641
H -3.201 0.633 1.780
H -3.590 -1.010 1.287
H -4.164 -1.360 -1.058
H -4.231 0.148 -2.018
H -6.432 -0.096 -1.136
H -5.641 1.123 -0.101
H -7.069 -1.111 2.286
H -7.904 -0.511 0.827

***

(8)
57
Properties=species:S:1:pos:R:3 method="wB97M-V/def2-TZVPD" s_squared=6.0501 spin_multiplicity=5 energy_ha=-1792.7223 e_above_lowest_ev=0.042 lumo_ev="-7.21 / -9.44" homo_energy_ev="-12.256 / -14.565" charge=+2 orbital_gap_ev="5.0 / 5.1"
C 0.719 -5.106 -0.059
C -0.155 -4.105 -0.490
C -1.224 -3.713 0.363
C -1.386 -4.332 1.652
C -0.487 -5.374 2.025
C 0.551 -5.739 1.186
C -2.372 -3.805 2.486
C -3.299 -2.864 2.042
C -3.096 -2.322 0.726
C -3.949 -1.295 0.233
C -4.939 -0.779 1.073
C -5.153 -1.308 2.359
C -4.366 -2.345 2.832
H 1.553 -5.385 -0.699
H -0.637 -5.841 2.996
H 1.245 -6.520 1.490
H -2.504 -4.232 3.478
H -5.542 0.058 0.723
H -5.939 -0.896 2.985
H -4.512 -2.778 3.818
N -1.932 -2.587 0.068
Os -0.245 -0.196 -0.262
C 0.037 -3.314 -1.757
H -0.944 -3.053 -2.174
H 0.629 -3.882 -2.482
C -3.633 -0.739 -1.129
H -3.310 -1.553 -1.794
H -4.498 -0.210 -1.549
P 0.869 -1.660 -1.457
P -2.167 0.438 -1.100
C -2.913 1.875 -0.249
H -2.187 2.696 -0.212
H -3.820 2.208 -0.773
H -3.166 1.579 0.778
C -2.168 0.884 -2.881
H -3.171 1.229 -3.172
H -1.439 1.680 -3.067
H -1.896 -0.003 -3.471
C 2.518 -2.193 -0.875
H 2.965 -2.931 -1.554
H 3.169 -1.313 -0.806
H 2.413 -2.633 0.124
C 1.187 -1.221 -3.209
H 1.822 -0.331 -3.260
H 1.696 -2.055 -3.711
H 0.236 -1.016 -3.714
H -0.866 -1.215 0.977
H 1.133 -0.180 0.617
N 2.445 2.706 -2.188
C 1.305 3.492 -2.263
C 0.323 2.790 -1.618
N 0.828 1.541 -1.196
C 2.119 1.553 -1.529
H 3.365 2.933 -2.565
H 1.286 4.457 -2.754
H -0.685 3.117 -1.428
H 2.873 0.806 -1.300